Formula: C18H48F6NO12S2Sn
Source: OMol25
Level of theory: wB97M-V/def2-TZVPD

Structure (XYZ):
```
88
Properties=species:S:1:pos:R:3
Sn -0.07 0.44 -0.57
C -0.96 1.30 4.45
F -1.96 1.80 5.13
F 0.22 1.50 5.08
F -1.10 0.01 4.19
S -0.94 2.22 2.71
O -1.94 1.57 1.86
O -1.29 3.64 2.94
N 0.63 1.88 2.02
S 1.38 3.17 2.43
O 1.18 4.31 1.54
O 1.31 3.53 3.86
C 3.19 2.59 2.13
F 3.29 2.31 0.86
F 4.00 3.56 2.49
F 3.48 1.49 2.92
C 4.78 -1.07 -0.09
C 3.54 -1.38 -0.91
O 2.89 -0.13 -1.18
H 4.61 -0.43 0.78
H 5.45 -0.46 -0.69
H 5.25 -1.99 0.26
H 2.91 -2.08 -0.38
H 3.83 -1.80 -1.88
H 3.40 0.36 -1.82
C 0.23 -1.21 -4.74
C -0.61 0.08 -4.75
O -1.03 0.49 -3.46
H -0.32 -2.10 -4.44
H 1.02 -1.09 -4.00
H 0.57 -1.51 -5.73
H -1.50 -0.12 -5.34
H 0.02 0.84 -5.22
H -1.56 1.29 -3.51
C -2.67 4.50 -0.01
C -1.54 3.99 -0.87
O -1.83 2.76 -1.46
H -2.92 3.67 0.65
H -3.47 4.79 -0.69
H -2.38 5.41 0.50
H -0.64 4.04 -0.25
H -1.34 4.74 -1.63
H -2.40 3.00 -2.19
C -3.91 -1.53 -1.86
C -3.66 -0.49 -0.80
O -2.65 -0.96 0.10
H -4.54 -1.25 -2.70
H -4.38 -2.40 -1.39
H -2.96 -1.82 -2.33
H -4.57 -0.25 -0.25
H -3.25 0.44 -1.20
H -2.96 -1.73 0.60
C -2.47 -2.75 3.18
C -3.72 -3.41 2.58
O -3.72 -3.20 1.18
H -2.60 -2.76 4.26
H -2.32 -1.76 2.74
H -1.61 -3.38 2.96
H -4.62 -3.02 3.07
H -3.75 -4.50 2.64
H -4.31 -3.79 0.71
C 3.53 3.50 -2.43
C 2.03 3.71 -2.32
O 1.40 2.43 -2.50
H 3.97 4.50 -2.33
H 3.78 3.00 -3.37
H 3.77 2.85 -1.59
H 1.66 4.33 -3.14
H 1.70 4.20 -1.41
H 1.79 2.17 -3.34
C -1.05 -4.66 -0.75
C -0.01 -3.66 -0.14
O 0.27 -2.61 -1.08
H -0.62 -5.07 -1.67
H -2.01 -4.20 -0.98
H -1.27 -5.47 -0.06
H 0.86 -4.23 0.20
H -0.36 -3.28 0.81
H 0.85 -2.97 -1.75
C 2.07 -2.77 2.52
C 2.03 -1.28 2.87
O 1.06 -0.79 1.95
H 2.89 -3.24 3.06
H 2.26 -2.91 1.45
H 1.15 -3.23 2.86
H 2.94 -0.74 2.64
H 1.58 -1.04 3.83
H 1.04 0.15 2.14
```

The molar mass is 767.4 g/mol. Its total charge is +1. The calculation puts the HOMO energy at -12.3 eV. The energy relative to the best compared isomer or geometry (same formula, charge and spin) comes out at 0.0 kJ/mol. The calculation puts the total energy at -3281.73467 Eh.

Atomic partial charges in e from the Mulliken method, atoms 1 to 4: 1.5268 0.5375 -0.1748 -0.1980

***

Formula: C3H6INS
Source: OMol25
Level of theory: wB97M-V/def2-TZVPD

Structure (XYZ):
```
12
Properties=species:S:1:pos:R:3
C 0.10 -1.17 -0.84
C 0.05 -0.07 0.16
C -1.15 0.84 0.27
N 1.16 0.23 0.77
S -0.65 -2.30 0.37
I 3.35 0.57 -0.04
H -0.66 -1.01 -1.75
H 1.09 -1.37 -1.21
H -1.30 1.36 1.17
H -2.14 0.38 -0.02
H -1.11 1.64 -0.43
H 1.26 0.89 1.56
```

The molar mass is 215.1 g/mol. The calculation puts the HOMO energy (alpha / beta) at -7.9 / -7.9 eV. The energy relative to the best compared isomer or geometry (same formula, charge and spin) comes out at 119.3 kJ/mol. The calculation puts the total energy at -868.43470 Eh.

Atomic partial charges in e from the Mulliken method, atoms 1 to 4: -0.6345 0.7336 -1.2355 -0.7183

***

Formula: C16H22N4O2S3
Source: OMol25
Level of theory: wB97M-V/def2-TZVPD

Structure (XYZ):
```
47
Properties=species:S:1:pos:R:3
C -1.10 -2.56 0.30
C -2.58 -2.69 -0.05
C -3.28 -3.67 0.89
N -3.25 -1.38 -0.05
C -3.27 -0.68 1.10
O -2.82 -1.07 2.15
C -4.02 0.66 1.14
S -3.43 2.06 0.13
C -1.72 1.83 0.14
N -1.11 0.71 0.35
N 0.20 0.78 0.27
C 0.66 1.96 -0.01
N 1.96 2.31 -0.15
C 3.11 1.54 -0.06
O 4.17 2.08 -0.21
C 2.89 0.08 0.23
C 4.19 -0.66 0.28
C 4.99 -0.88 1.36
C 6.18 -1.58 1.03
C 6.26 -1.87 -0.29
S 4.90 -1.30 -1.17
S -0.63 3.17 -0.20
C -3.83 -0.93 -1.30
C -4.97 -1.85 -1.75
C -2.77 -0.78 -2.39
H -0.99 -2.20 1.32
H -0.61 -3.52 0.21
H -0.61 -1.84 -0.36
H -2.66 -3.07 -1.06
H -3.20 -3.34 1.92
H -2.82 -4.65 0.80
H -4.34 -3.76 0.63
H -3.97 1.00 2.18
H -5.07 0.54 0.86
H 2.14 3.29 -0.35
H 2.24 -0.34 -0.54
H 2.36 -0.02 1.18
H 4.74 -0.56 2.35
H 6.93 -1.85 1.75
H 7.04 -2.38 -0.82
H -4.26 0.06 -1.13
H -4.61 -2.84 -2.01
H -5.46 -1.42 -2.62
H -5.71 -1.94 -0.95
H -2.40 -1.75 -2.74
H -3.19 -0.26 -3.25
H -1.93 -0.21 -2.02
```

The molar mass is 398.6 g/mol. The calculation puts the HOMO energy at -8.7 eV. As for the SMILES: CC(C)N(C(=O)CSc1nnc(NC(=O)Cc2cccs2)s1)C(C)C. The energy relative to the best compared isomer or geometry (same formula, charge and spin) comes out at 18.2 kJ/mol. The calculation puts the total energy at -2186.95754 Eh.

Atomic partial charges in e from the Mulliken method, atoms 1 to 4: -1.4314 0.2739 -1.6066 0.5400

***

Formula: C7H12N2S
Source: OMol25
Level of theory: wB97M-V/def2-TZVPD

Structure (XYZ):
```
22
Properties=species:S:1:pos:R:3
C 1.27 2.72 0.57
N 0.88 1.38 0.80
C -0.01 0.86 -0.14
C -1.31 1.44 -0.30
N -2.32 1.91 -0.53
C -0.56 -0.82 0.30
S -1.80 -1.61 -0.80
C -0.79 -2.01 -2.22
C 0.70 -1.54 0.70
C -0.45 -1.30 1.67
H 1.36 2.77 -0.59
H 0.50 3.50 0.83
H 2.28 3.00 1.10
H 0.70 1.23 1.83
H 0.50 0.77 -1.16
H -1.40 -1.52 -3.01
H -0.65 -3.17 -2.50
H 0.18 -1.49 -2.30
H 1.42 -0.74 1.00
H 0.88 -2.51 0.19
H -1.17 -2.10 1.97
H -0.23 -0.76 2.59
```

The molar mass is 156.3 g/mol. The calculation puts the HOMO energy at -8.8 eV. As for the SMILES: CN[C@H](C#N)C1(SC)CC1. The energy relative to the best compared isomer or geometry (same formula, charge and spin) comes out at 368.3 kJ/mol. The calculation puts the total energy at -781.48891 Eh.

Atomic partial charges in e from the Mulliken method, atoms 1 to 4: -0.8380 -0.2058 0.0373 0.2385

***

Formula: C21H14Cl3MnN3O7S2Si
Source: OMol25
Level of theory: wB97M-V/def2-TZVPD

Structure (XYZ):
```
52
Properties=species:S:1:pos:R:3
Mn 0.22 -4.05 0.92
O 0.35 -4.46 5.46
C -0.03 -3.19 5.72
C -0.14 -2.81 7.06
C -0.53 -1.53 7.39
C -0.80 -0.60 6.40
C -0.69 -0.97 5.07
C -0.30 -2.26 4.70
C -0.19 -2.63 3.26
O 0.26 -3.81 2.96
N -0.53 -1.72 2.39
N -0.37 -2.22 1.10
C -0.56 -1.38 0.14
C -0.42 -1.68 -1.26
C -0.77 -0.68 -2.19
C -0.65 -0.87 -3.54
C -0.16 -2.10 -4.01
C 0.21 -3.09 -3.13
C 0.09 -2.93 -1.73
O 0.49 -3.90 -0.96
H 0.39 -4.53 4.48
H 0.08 -3.56 7.82
H -0.61 -1.25 8.44
H -1.10 0.41 6.65
H -0.89 -0.27 4.27
H -0.84 -0.37 0.43
H -1.14 0.27 -1.80
H -0.93 -0.09 -4.23
H -0.06 -2.27 -5.07
H 0.60 -4.04 -3.48
Cl 2.94 -7.80 0.69
Si 1.77 -6.35 1.59
Cl 1.36 -7.05 3.44
Cl 2.96 -4.71 1.73
O 0.53 -6.21 0.60
O -0.78 -5.67 1.09
O -2.68 7.12 -5.38
S -2.09 7.22 -4.07
O -2.24 8.48 -3.39
N -2.52 5.97 -3.12
C -1.50 5.19 -2.81
S -1.53 3.83 -1.85
C -0.19 5.66 -3.42
C 1.06 5.08 -3.32
C 2.12 5.69 -3.98
C 1.93 6.85 -4.73
C 0.67 7.42 -4.84
C -0.37 6.80 -4.17
H 1.19 4.18 -2.73
H 3.11 5.26 -3.92
H 2.77 7.31 -5.24
H 0.50 8.32 -5.42
```

The molar mass is 673.9 g/mol. Its total charge is -2. The calculation puts the HOMO energy (alpha / beta) at -3.2 / -3.1 eV. The expectation value of S² is 1.036. The energy relative to the best compared isomer or geometry (same formula, charge and spin) comes out at 0.0 kJ/mol. The calculation puts the total energy at -5117.28501 Eh. The multiplicity is 2.

Atomic partial charges in e from the Mulliken method, atoms 1 to 4: 0.5111 -0.6883 0.2242 -0.6989